DFT (wB97M-V/def2-TZVPD) results for 12 unconnected molecules or ions with the total composition C5H36N2O11.

Atoms and positions in Å:
O  1.9653  -1.6636  -2.0261
H  0.0444  3.6127  0.2122
H  -0.0251  -3.6916  0.7616
H  2.4151  -1.6586  2.6100
H  2.2373  -0.1019  3.6619
H  -1.6128  -2.1785  0.9616
H  2.2131  3.2650  -1.2706
H  2.2753  1.2993  -2.5080
H  2.2755  -1.5378  -2.9332
C  -0.0598  0.3431  0.6623
H  -0.9053  0.8811  -2.8089
H  -0.8719  -2.3534  -0.9874
H  0.4271  -3.7804  -1.5232
H  1.7082  -3.9342  -1.2213
H  0.2088  -0.5362  2.6563
C  -1.4375  -1.5050  1.8046
O  -0.8631  3.8188  0.4990
H  2.0202  4.6989  -1.0195
O  -1.4728  0.2640  -3.2936
H  -1.1947  -1.2287  -1.9498
H  0.9885  -1.7452  -2.0415
O  1.7758  0.0473  4.4909
O  -1.8667  1.9768  2.2103
H  1.0000  0.5812  4.2966
H  -1.4173  3.5133  -0.2285
H  -2.1712  -0.0329  -2.6923
H  -1.4062  2.0724  3.0530
H  -1.5082  2.6583  1.5822
C  0.5591  -3.3064  1.5844
C  2.2470  -1.6497  1.5295
H  -1.4780  -1.8665  2.8478
H  -2.5140  0.3636  1.8666
H  0.0809  -3.4972  2.5469
H  -3.3045  -0.4350  -0.2386
N  0.8455  -1.8962  1.1289
O  -0.8778  3.9963  -2.7358
H  -3.2940  -0.8231  2.4352
H  1.5273  -3.8087  1.6752
H  -3.9571  -0.8938  -1.6087
H  0.2437  0.1369  -0.3570
O  1.6680  3.8644  -0.6918
O  0.9491  -4.5526  -1.2114
H  0.6368  1.1163  0.9741
H  2.8999  -2.2901  0.9366
H  0.0404  3.7418  -2.6131
O  -0.6610  -2.0573  -1.8857
O  -3.2677  -0.3609  -1.2152
O  2.7613  2.1306  -2.4073
H  3.5457  1.8595  -1.9113
H  2.5459  -0.6680  1.1245
H  -1.0761  4.8605  -2.3833
H  -1.0958  0.6552  0.5763
N  -2.6666  -0.6478  1.6540
C  -0.0639  -0.8299  1.6300

Forces on atoms 1 to 3 (eV/Å):
0.584 0.307 -0.102
-0.026 0.249 -0.098
-0.042 -0.974 0.391

As for the multiplicity: 1. The value obtained for the energy above the lowest of the compared OMol25 structures with the same formula, charge and spin is 68.7 kcal/mol. For the HOMO-LUMO gap, the calculation gives 8.7 eV. As for the SMILES: C[C@@H](CN)N(C)C.O.O.O.O.O.O.O.O.O.O.O. The value obtained for the molecular weight is 300.35 g/mol. The total energy is -1149.1845 hartree. The LUMO energy comes out at -0.12 eV.

DFT (wB97M-V/def2-TZVPD) results for 14 unconnected molecules or ions with the total composition C5H36N2O13.

Atoms and positions in Å:
H  -4.0266  -1.9784  -2.0804
H  -0.2125  -1.5400  3.3198
H  0.3863  0.8308  2.5055
O  3.2128  0.2331  2.9164
N  1.2107  2.0924  0.2616
H  -0.8379  -0.3843  -3.2394
H  -2.2548  3.5165  -2.3537
O  0.7487  -1.0772  -2.7358
C  -0.5885  -1.7656  2.3061
H  4.0992  -2.2124  0.6873
H  1.4140  -0.4906  -2.2619
O  -0.4700  -3.0530  -1.1560
H  1.1636  -1.3918  -3.5280
H  0.0387  -2.4295  -1.7314
C  -1.1958  -0.4907  1.7064
O  -1.7563  -0.0901  -3.4613
H  1.0679  -1.5397  1.1611
H  -1.3719  -2.7118  -1.0977
O  -2.1154  4.0061  -1.5078
H  -2.1088  2.6723  -4.6068
H  -2.1586  1.5392  -3.5550
O  -4.8402  0.4882  -0.4081
H  -0.3449  0.9425  -0.4780
O  4.0275  -0.4250  0.3887
H  -1.3492  -2.5427  2.4005
H  4.9459  -0.1904  0.2501
H  2.3550  -2.6862  3.3452
H  -3.9044  -0.6908  -1.1679
H  3.1009  0.1278  -1.0447
H  -3.1087  2.7809  1.1028
O  3.2436  -2.3541  3.5397
H  -3.2749  3.3376  -0.3629
O  2.5726  0.5307  -1.7756
O  -3.7478  2.9016  0.3906
H  -2.0442  -0.2110  2.3473
H  3.7826  -0.0211  1.2690
H  0.9005  3.2181  2.0132
N  0.5114  -2.3102  1.5171
H  -1.2101  3.8160  -1.2581
H  2.2932  3.6832  0.9175
C  0.1250  1.2019  0.4679
H  -4.4094  1.3313  -0.0923
H  3.1974  -0.7271  3.2090
H  -5.6461  0.7780  -0.8553
H  3.7443  -2.7470  2.7856
H  0.1732  -2.7986  0.6848
C  1.4449  3.0175  1.0842
H  3.2256  -3.4781  0.8169
O  -2.4484  2.4821  -3.7024
H  2.1376  1.3051  -1.3941
O  4.0832  -3.1179  1.0753
H  3.7876  0.6794  3.5797
O  -3.3846  -1.3693  -1.6715
C  -0.1738  0.5783  1.6044
H  -2.3877  -0.5365  -2.8578
H  -1.6225  -0.7299  0.7301

Forces on atoms 1 to 3 (eV/Å):
0.381 0.477 0.352
-0.209 -0.050 -0.221
0.052 -0.103 -0.095

As for the multiplicity: 1. The value obtained for the energy above the lowest of the compared OMol25 structures with the same formula, charge and spin is 42.6 kcal/mol. For the HOMO-LUMO gap, the calculation gives 9.3 eV. The value obtained for the molecular weight is 332.34 g/mol. The total energy is -1299.7885 hartree. The LUMO energy comes out at 0.16 eV.

DFT (wB97M-V/def2-TZVPD) results for 14 unconnected molecules or ions with the total composition C5H36NO14.

Atoms and positions in Å:
H  -0.9861  -2.5790  -2.3824
H  0.0941  -0.7410  0.8275
H  -1.6044  1.2961  3.9770
H  1.4295  0.8584  -3.1623
N  -0.3959  0.6989  2.3874
O  -0.2594  -4.3503  0.4698
H  1.9094  -0.6079  -1.2487
H  3.0484  -2.6710  1.3343
O  -0.7658  3.4970  1.6465
O  -2.1355  1.7912  -2.4826
H  -1.9854  -1.5992  4.0926
O  3.2702  1.2861  0.2698
H  0.3445  0.4716  -2.0072
H  1.4890  -0.8820  -3.5898
O  1.0379  -1.6236  -4.0279
O  -2.7019  -1.0611  -2.8521
H  -2.0520  -0.5499  -2.2901
H  2.6673  1.9642  -0.0490
H  -2.3972  0.6749  0.1731
O  2.3770  0.0454  2.5423
H  -0.1470  -1.5787  -1.5214
H  -0.8487  1.5770  0.0070
H  -1.1809  3.4763  0.7676
H  -2.2445  3.3707  -1.4648
O  2.4916  -1.1875  -0.7029
H  1.9484  2.7796  1.3250
H  2.0610  -0.8154  2.2523
O  1.2871  0.4870  -2.2772
H  0.7437  3.4464  0.6518
H  0.6110  0.6474  2.4847
O  -1.5100  3.9147  -1.1002
H  -1.5186  -2.2267  1.7639
H  -2.6475  -0.5996  -3.6992
H  2.1997  -2.6775  0.1647
H  0.3814  -3.8271  0.9920
C  -1.3053  0.5917  0.0911
H  -2.7533  -1.0428  1.3020
H  -0.3392  -3.6659  -0.2345
C  -0.7668  -0.2422  1.2662
H  2.8894  -1.8476  -1.2820
C  -2.0335  -0.8223  3.3329
O  -0.9675  -0.1040  -1.1142
H  -0.6842  3.4825  -1.3329
H  -0.4693  0.0077  4.4099
C  -1.1209  0.3891  3.6129
O  1.6990  3.2361  0.5209
C  -1.8297  -1.1891  1.8571
H  0.5369  -2.1120  -3.3593
H  3.0180  0.5325  -0.3010
H  -0.5355  2.5783  1.8572
H  -3.0293  1.7448  -2.1580
O  2.3098  -3.1940  0.9968
H  -3.0642  -0.4527  3.4083
H  2.6325  0.5258  1.7246
O  -0.2262  -2.5315  -1.7781
H  -1.6652  1.0385  -2.0081

Forces on atoms 1 to 3 (eV/Å):
-0.204 0.298 0.550
0.310 -0.258 0.414
-0.361 -0.216 0.064

As for the multiplicity: 1. The value obtained for the energy above the lowest of the compared OMol25 structures with the same formula, charge and spin is 30.2 kcal/mol. For the HOMO-LUMO gap, the calculation gives 8.8 eV. Its net charge is -1. The value obtained for the molecular weight is 334.34 g/mol. The total energy is -1320.3047 hartree. The LUMO energy comes out at 2.61 eV.

Question: What is the molecular weight in the third record?
Answer: 334.34 g/mol